Record 1
The following is a DFT calculation (wB97M-V/def2-TZVPD) of a molecular structure, C31H30Ge2MoN11O3.

Computed properties:
Total charge: +2
Maximum force, eV Å⁻¹: 0.82
2S+1: 2
Total energy, eV: -170036.475
HOMO energy (spin up / spin down), eV: -13.6 / -13.6

Cartesian coordinates (Å):
Mo -0.77 -0.12 -1.69
O -3.50 -2.84 0.30
C -2.57 -3.60 0.92
C -3.07 -4.51 1.85
C -2.22 -5.38 2.49
C -0.84 -5.37 2.23
C -0.33 -4.47 1.34
C -1.18 -3.55 0.69
C -0.56 -2.57 -0.17
O -1.32 -1.48 -0.56
N 0.64 -2.60 -0.60
N 0.86 -1.53 -1.47
C 1.93 -1.68 -2.19
C 2.34 -0.81 -3.25
C 3.56 -1.01 -3.91
C 3.91 -0.19 -4.97
C 3.04 0.82 -5.39
C 1.82 1.03 -4.75
C 1.50 0.21 -3.69
O 0.32 0.38 -3.04
H -3.19 -2.45 -0.52
H -4.13 -4.54 2.01
H -2.62 -6.10 3.19
H -0.19 -6.07 2.73
H 0.73 -4.43 1.14
H 2.52 -2.57 -1.98
H 4.22 -1.81 -3.59
H 4.85 -0.34 -5.48
H 3.31 1.44 -6.22
H 1.14 1.80 -5.08
N -3.36 2.14 -2.71
C -3.54 0.80 -2.83
N -4.55 0.19 -3.39
N -4.27 -1.13 -3.26
N -3.17 -1.34 -2.66
N -2.64 -0.10 -2.35
C -2.22 2.64 -2.15
N -1.86 3.90 -2.13
N -0.64 3.91 -1.57
N -0.27 2.73 -1.24
N -1.27 1.86 -1.58
H -4.02 2.77 -3.13
C 2.97 2.27 2.57
Ge 2.69 2.04 0.67
C 2.47 3.61 -0.42
C 3.81 0.69 -0.14
Ge 0.13 0.83 0.77
C 0.37 -0.58 2.09
C -0.77 -0.92 2.82
C -0.68 -1.84 3.85
C 0.55 -2.42 4.16
C 1.68 -2.09 3.44
C 1.60 -1.18 2.40
C -1.13 2.12 1.46
C -2.49 1.80 1.44
C -3.42 2.68 1.99
C -2.99 3.88 2.54
C -1.64 4.20 2.55
C -0.71 3.33 2.00
H 3.97 2.71 2.64
H 2.96 1.31 3.10
H 2.25 2.94 3.03
H 3.45 4.10 -0.41
H 1.72 4.28 -0.02
H 2.21 3.33 -1.43
H 4.83 1.07 -0.05
H 3.58 0.58 -1.20
H 3.77 -0.28 0.35
H -1.73 -0.46 2.62
H -1.56 -2.10 4.42
H 0.61 -3.13 4.97
H 2.64 -2.53 3.69
H 2.49 -0.92 1.85
H -2.85 0.88 0.99
H -4.47 2.43 1.98
H -3.71 4.56 2.96
H -1.31 5.15 2.96
H 0.33 3.61 2.00



Record 2
The following is a DFT calculation (wB97M-V/def2-TZVPD) of a molecular structure, C31H30N4O10PV.

Computed properties:
Total charge: +1
Maximum force, eV Å⁻¹: 0.45
2S+1: 2
Total energy, eV: -94043.563
HOMO energy (spin up / spin down), eV: -11.2 / -11.2

Cartesian coordinates (Å):
V -0.19 -0.30 0.63
O -0.37 -2.04 -0.59
C -0.84 -3.38 -0.30
C -2.20 -3.43 0.38
N -2.25 -2.87 1.71
C -3.17 -1.82 2.04
C -2.77 -0.38 1.74
O -3.14 0.56 2.38
O -2.01 -0.23 0.62
C -1.23 -3.25 2.64
C 0.09 -2.50 2.44
O 1.18 -3.00 2.44
O -0.09 -1.18 2.25
H -0.74 -1.76 -1.45
H -0.06 -3.83 0.32
H -0.87 -3.93 -1.24
H -2.48 -4.50 0.40
H -2.93 -2.92 -0.25
H -3.41 -1.85 3.10
H -4.11 -1.98 1.50
H -1.01 -4.32 2.58
H -1.57 -3.04 3.66
C 3.67 0.35 4.87
C 3.78 -0.26 3.52
N 2.94 -0.09 2.52
C 3.43 -0.82 1.47
C 4.59 -1.45 1.84
N 4.78 -1.08 3.14
C 5.58 -2.39 1.23
O 5.39 -2.74 -0.02
O 6.49 -2.78 1.91
C 2.71 -0.94 0.20
O 3.10 -1.55 -0.76
O 1.55 -0.29 0.20
H 2.68 0.79 4.98
H 4.41 1.14 5.00
H 3.82 -0.39 5.65
H 5.57 -1.42 3.68
H 4.59 -2.32 -0.41
O 0.84 1.55 2.67
N -0.03 1.51 1.62
C -0.77 2.54 1.54
C -1.78 2.89 0.54
C -2.68 3.87 0.94
C -3.66 4.34 0.08
C -3.73 3.86 -1.21
C -2.82 2.89 -1.64
C -1.86 2.39 -0.77
P -0.65 1.16 -1.35
C 0.62 2.08 -2.24
C 0.39 2.55 -3.53
C 1.35 3.32 -4.16
C 2.54 3.62 -3.51
C 2.77 3.16 -2.22
C 1.81 2.38 -1.59
C -1.49 0.09 -2.55
C -2.84 -0.25 -2.42
C -3.39 -1.23 -3.23
C -2.60 -1.89 -4.16
C -1.25 -1.58 -4.28
C -0.69 -0.59 -3.48
H 1.56 0.85 2.53
H -0.61 3.28 2.33
H -2.62 4.26 1.95
H -4.36 5.09 0.42
H -4.48 4.23 -1.90
H -2.87 2.53 -2.66
H -0.53 2.31 -4.05
H 1.18 3.68 -5.17
H 3.29 4.22 -4.01
H 3.69 3.39 -1.72
H 1.99 2.02 -0.58
H -3.45 0.26 -1.69
H -4.44 -1.47 -3.14
H -3.03 -2.66 -4.79
H -0.63 -2.10 -5.00
H 0.36 -0.36 -3.57



Record 3
The following is a DFT calculation (wB97M-V/def2-TZVPD) of a molecular structure, C31H30N5O5PPtS2.

Computed properties:
Maximum force, eV Å⁻¹: 0.19
2S+1: 5
Total energy, eV: -84527.175
HOMO energy (spin up / spin down), eV: -5.8 / -8.4

Cartesian coordinates (Å):
Pt 0.58 -0.87 0.24
N 1.77 -2.36 -1.08
C 2.80 -1.50 -1.71
C 3.35 -0.47 -0.73
O 4.50 -0.06 -0.86
N 2.50 -0.11 0.27
C 3.00 0.63 1.30
C 3.42 -2.14 2.72
O 3.62 -1.61 3.73
O 3.20 -2.73 1.75
H 2.20 -3.00 -0.42
H 1.26 -2.91 -1.77
H 2.34 -0.99 -2.56
H 3.65 -2.08 -2.08
H 2.37 0.81 2.15
H 4.05 0.90 1.28
C -0.05 0.37 -1.54
C -1.00 -0.32 -2.38
C -2.38 -0.35 -2.08
C -3.26 -1.09 -2.83
C -2.81 -1.83 -3.93
C -1.45 -1.77 -4.28
C -0.57 -1.04 -3.51
C -3.69 -2.63 -4.72
N -4.39 -3.27 -5.38
H -0.44 1.23 -1.02
H 0.90 0.58 -2.03
H -2.73 0.21 -1.22
H -4.31 -1.13 -2.57
H -1.11 -2.30 -5.16
H 0.47 -1.00 -3.80
O -0.19 -4.42 -2.63
C -1.12 -5.35 -2.09
N -2.50 -5.01 -2.30
C -3.36 -4.38 -1.44
O -4.56 -4.46 -1.58
C -2.80 -3.55 -0.32
C -3.57 -3.43 0.83
C -3.12 -2.60 1.84
C -1.94 -1.90 1.65
N -1.21 -1.98 0.53
C -1.64 -2.80 -0.43
H -0.45 -4.22 -3.54
H -0.90 -5.40 -1.03
H -0.96 -6.34 -2.53
H -3.00 -5.49 -3.04
H -4.50 -3.97 0.90
H -3.67 -2.47 2.76
H -1.56 -1.24 2.42
H -1.05 -2.83 -1.34
S -1.71 3.29 0.33
P -0.19 3.13 1.61
S -0.52 1.20 2.02
C 1.43 3.49 0.93
C 2.46 3.88 1.78
C 3.75 4.02 1.28
C 4.00 3.78 -0.07
C 2.96 3.42 -0.92
C 1.68 3.28 -0.42
C -0.35 4.18 3.07
C -0.48 3.64 4.34
C -0.59 4.49 5.44
C -0.58 5.86 5.26
C -0.46 6.40 3.99
C -0.34 5.56 2.89
H 2.27 4.05 2.83
H 4.55 4.31 1.94
H 5.00 3.87 -0.45
H 3.16 3.23 -1.96
H 0.87 3.00 -1.09
H -0.50 2.57 4.47
H -0.69 4.07 6.43
H -0.67 6.52 6.12
H -0.46 7.47 3.85
H -0.24 5.98 1.90



Record 4
The following is a DFT calculation (wB97M-V/def2-TZVPD) of a molecular structure, C31H30NO7PSiY in a non-equilibrium geometry.

Computed properties:
Total charge: -1
Maximum force, eV Å⁻¹: 1.92
Total energy, eV: -66676.038
HOMO energy, eV: -5.0

Cartesian coordinates (Å):
Y 0.12 0.17 -0.10
O -2.24 3.18 1.46
C -1.75 2.31 0.80
O -1.05 1.28 1.24
C -1.86 2.31 -0.78
O -2.62 3.05 -1.35
O -1.07 1.41 -1.33
C 3.19 1.68 3.07
Si 2.92 0.79 1.47
C 4.52 0.04 0.92
C 2.43 2.09 0.20
N 1.63 -0.34 1.49
C 1.42 -1.34 2.41
C 2.33 -1.75 3.40
C 2.06 -2.77 4.30
C 0.85 -3.44 4.27
C -0.09 -3.07 3.31
C 0.20 -2.04 2.43
O -0.74 -1.69 1.45
C -2.08 -1.59 1.81
C -2.45 -0.71 2.82
C -3.79 -0.57 3.11
C -4.75 -1.29 2.41
C -4.36 -2.16 1.40
C -3.01 -2.32 1.10
H 3.99 2.41 2.95
H 3.46 1.01 3.90
H 2.28 2.21 3.37
H 5.29 0.80 0.74
H 4.37 -0.51 -0.01
H 4.91 -0.66 1.67
H 2.97 3.03 0.37
H 1.37 2.39 0.27
H 2.62 1.76 -0.82
H 3.30 -1.26 3.44
H 2.81 -3.04 5.04
H 0.62 -4.24 4.97
H -1.06 -3.56 3.25
H -1.69 -0.12 3.32
H -4.09 0.14 3.88
H -5.80 -1.16 2.64
H -5.10 -2.72 0.85
H -2.68 -3.01 0.33
O 2.28 -0.44 -3.88
C 1.67 -0.79 -2.89
O 1.59 -0.17 -1.75
C 0.90 -2.11 -2.87
P -0.66 -1.90 -1.94
C -1.80 -1.14 -3.14
C -3.08 -0.80 -2.70
C -3.97 -0.14 -3.53
C -3.57 0.21 -4.82
C -2.30 -0.10 -5.26
C -1.41 -0.77 -4.42
C -1.28 -3.61 -1.76
C -0.64 -4.40 -0.80
C -1.06 -5.70 -0.55
C -2.14 -6.23 -1.24
C -2.79 -5.45 -2.19
C -2.36 -4.15 -2.45
H 1.50 -2.83 -2.30
H 0.74 -2.50 -3.87
H -3.38 -1.02 -1.68
H -4.95 0.14 -3.16
H -4.25 0.75 -5.47
H -1.97 0.19 -6.25
H -0.41 -0.97 -4.77
H 0.18 -3.99 -0.22
H -0.55 -6.30 0.21
H -2.48 -7.24 -1.04
H -3.63 -5.86 -2.74
H -2.88 -3.55 -3.19